C14H45ClFO10P | ωB97M-V with the def2-TZVPD basis set

Each line ends with the Löwdin charge.
Geometry (Å):
1 O 0.6961 -1.0730 0.2564  0.10
2 C 0.6471 -0.4516 -0.7883  -0.52
3 F 1.2428 0.7575 -0.8910  0.09
4 C -0.0782 -0.8327 -2.0412  -0.31
5 P -0.4550 -2.6536 -1.9641  0.94
6 C -2.0566 -2.8726 -1.0512  -0.42
7 C -2.7134 -1.6200 -0.4870  -0.33
8 C -3.4981 -0.8302 -1.5022  -0.59
9 Cl -4.9863 -1.6923 -1.9789  0.59
10 H -0.9591 -0.2047 -2.0968  0.07
11 H 0.5706 -0.6560 -2.8878  0.09
12 H -0.7884 -2.9792 -3.2941  -0.06
13 H -1.8103 -3.5217 -0.2213  0.07
14 H -2.7307 -3.4313 -1.6901  0.04
15 H -1.9729 -0.9916 -0.0035  0.09
16 H -3.4048 -1.9293 0.2889  0.10
17 H -3.8260 0.1047 -1.0689  0.07
18 H -2.9486 -0.5960 -2.4030  0.06
19 C 4.9513 -0.8458 0.3428  -0.14
20 O 3.8678 -0.6605 -0.5707  -0.13
21 H 5.8228 -1.1447 -0.2344  0.08
22 H 5.1714 0.0786 0.8787  0.06
23 H 4.7175 -1.6330 1.0656  0.08
24 H 3.1123 -0.3879 -0.0514  0.02
25 C 1.7829 2.9485 1.2861  -0.14
26 O 1.0043 2.0406 2.0683  -0.12
27 H 1.7762 3.9172 1.7847  0.06
28 H 2.8146 2.5983 1.2069  0.09
29 H 1.3558 3.0568 0.2870  0.07
30 H 1.0273 1.1916 1.6199  0.04
31 C 0.9650 7.1869 2.2162  -0.16
32 O -0.2098 6.5372 2.6921  -0.13
33 H 0.8528 8.2488 2.4163  0.08
34 H 1.8576 6.8236 2.7343  0.07
35 H 1.0899 7.0428 1.1395  0.08
36 H -0.1154 5.5988 2.5157  0.05
37 C -6.3725 -4.1758 -4.9840  -0.15
38 O -7.4203 -3.5591 -4.2363  -0.13
39 H -6.8292 -4.8873 -5.6671  0.08
40 H -5.8209 -3.4285 -5.5581  0.06
41 H -5.6878 -4.7077 -4.3165  0.07
42 H -7.0122 -2.9318 -3.6376  0.02
43 C -6.6328 -0.9937 -7.0406  -0.16
44 O -5.4921 -1.7366 -7.4712  -0.13
45 H -6.5707 -0.8747 -5.9624  0.07
46 H -6.6571 -0.0040 -7.5042  0.07
47 H -7.5537 -1.5295 -7.2825  0.08
48 H -5.5588 -1.8405 -8.4217  0.07
49 C 0.9969 4.1900 5.4501  -0.14
50 O 2.1356 3.4711 4.9829  -0.13
51 H 1.1744 4.4521 6.4903  0.08
52 H 0.8532 5.1067 4.8707  0.06
53 H 0.0940 3.5767 5.3861  0.08
54 H 1.9716 3.2415 4.0652  0.04
55 C 6.4082 -0.1523 3.8082  -0.16
56 O 5.8493 0.9578 3.1247  -0.14
57 H 6.7387 -0.8697 3.0598  0.07
58 H 7.2697 0.1472 4.4123  0.08
59 H 5.6688 -0.6354 4.4544  0.08
60 H 5.5470 1.5876 3.7876  0.03
61 C 4.8615 2.5140 6.7123  -0.14
62 O 5.2087 2.8482 5.3699  -0.13
63 H 4.5522 1.4730 6.7316  0.08
64 H 5.7228 2.6452 7.3730  0.08
65 H 4.0335 3.1373 7.0540  0.07
66 H 5.4730 3.7689 5.3608  0.08
67 C -1.3133 -6.4647 -3.1901  -0.15
68 O -2.3946 -5.5421 -3.3091  -0.15
69 H -0.7005 -6.1414 -2.3524  0.07
70 H -1.6769 -7.4761 -2.9927  0.08
71 H -0.6982 -6.4716 -4.0934  0.08
72 H -2.9397 -5.8183 -4.0479  0.07

Results
Orbital gap, eV: 9.297